[1]
ORCA calculation (ωB97M-V/def2-TZVPD) on a molecular structure, C32H45N2O2PtS3Si.

Summary:
Expectation value of S²: 6.050
Electronic energy in eV: -84612.034
Energy above the lowest of the compared OMol25 structures with the same formula, charge and spin in kcal per mole: 3.0
Orbital gap (alpha / beta) in eV: 7.2060 / 5.2733
LUMO (alpha / beta) in eV: -3.063 / -6.031
Maximum force in eV/Å: 0.8

Structure (ORCA input):
```
! wB97M-V def2-TZVPD RIJCOSX def2/J DEFGRID3
* xyz 1 5
Pt -0.8069 0.6496 0.3742
C 2.6019 1.0319 0.7346
C 1.8549 2.1818 0.4968
C 0.6283 2.0981 1.3488
C 0.7198 0.8113 2.0039
C 1.9704 0.1926 1.6551
C 2.5588 -1.0287 2.3022
C 3.3086 -1.8859 1.2711
C 1.4850 -1.8749 2.9961
C 3.5668 -0.5369 3.3616
C -0.1035 3.2552 2.0488
C -0.8807 2.7617 3.2814
C 0.9715 4.2285 2.5561
C -1.1303 3.9669 1.1533
C 2.4393 3.2390 -0.4370
C 2.9938 2.5400 -1.7012
C 3.6445 3.8912 0.2734
C 1.4944 4.3602 -0.8782
H 3.5583 0.8309 0.2761
H 0.1991 0.5632 2.9150
H 2.6523 -2.1764 0.4486
H 3.6834 -2.7899 1.7532
H 4.1639 -1.3493 0.8600
H 0.6897 -2.1526 2.2994
H 1.0411 -1.3434 3.8389
H 1.9350 -2.7900 3.3826
H 4.3497 0.0659 2.9009
H 4.0290 -1.3938 3.8556
H 3.0692 0.0699 4.1204
H -0.2123 2.3813 4.0550
H -1.6157 1.9986 3.0134
H -1.4322 3.6029 3.7019
H 1.7560 3.6845 3.0878
H 0.5212 4.9365 3.2530
H 1.4371 4.7908 1.7516
H -2.0389 3.3722 1.0955
H -0.7647 4.1567 0.1478
H -1.4033 4.9245 1.6022
H 3.9113 1.9938 -1.4843
H 3.2281 3.2878 -2.4598
H 2.2754 1.8424 -2.1224
H 4.3335 3.1361 0.6521
H 3.3316 4.5169 1.1091
H 4.1807 4.5183 -0.4413
H 0.6021 3.9601 -1.3506
H 2.0047 4.9795 -1.6173
H 1.2086 5.0118 -0.0553
C -1.5352 -6.1899 1.3976
Si -1.1997 -5.0491 -0.0656
C -1.9300 -5.6868 -1.6732
C 0.6628 -4.8355 -0.2024
C -2.1355 -3.4352 0.3862
C -3.4779 -3.5247 0.7668
C -4.1755 -2.4232 1.2288
C -3.4928 -1.2168 1.3905
N -2.2347 -1.0977 1.0182
C -1.5883 -2.1440 0.4628
S -0.0922 -1.6467 -0.2509
H -0.9897 -7.1261 1.2635
H -2.5929 -6.4371 1.5044
H -1.1970 -5.7406 2.3332
H -1.5355 -6.6808 -1.8924
H -1.6707 -5.0310 -2.5062
H -3.0179 -5.7602 -1.6274
H 1.1205 -5.8264 -0.2506
H 1.0857 -4.3233 0.6650
H 0.9617 -4.2928 -1.0993
H -3.9757 -4.4853 0.6957
H -5.2233 -2.4876 1.4859
H -3.9628 -0.3445 1.8256
O -4.2489 2.2148 1.1024
S -4.2269 1.7747 -0.2616
O -5.1432 0.7471 -0.6506
N -2.6625 1.2859 -0.6513
C -2.2158 1.9169 -1.7162
S -0.6703 1.5257 -2.2504
C -3.0910 2.9740 -2.2325
C -2.8389 3.8618 -3.2650
C -3.7712 4.8631 -3.5035
C -4.9144 4.9781 -2.7210
C -5.1682 4.0874 -1.6813
C -4.2419 3.0951 -1.4611
H -1.9318 3.7713 -3.8479
H -3.5960 5.5674 -4.3055
H -5.6198 5.7732 -2.9211
H -6.0513 4.1731 -1.0621
*
```

=====

[2]
ORCA calculation (ωB97M-V/def2-TZVPD) on a molecular structure, C3H3Cl9.

Summary:
Electronic energy in eV: -115860.719
Energy above the lowest of the compared OMol25 structures with the same formula, charge and spin in kcal per mole: 14.2
Orbital gap in eV: 11.2937
LUMO in eV: 0.264
Maximum force in eV/Å: 1.8

Structure (ORCA input):
```
! wB97M-V def2-TZVPD RIJCOSX def2/J DEFGRID3
* xyz 0 1
C 3.2402 3.5182 -4.5077
Cl 2.1441 2.9862 -3.2382
Cl 4.8450 2.7641 -4.1767
Cl 3.1195 5.2162 -4.4378
H 2.9719 3.1248 -5.4882
C -4.8826 -3.4135 1.1841
Cl -5.7168 -2.3878 2.3667
Cl -3.9557 -2.3625 0.1493
Cl -5.9952 -4.4526 0.2761
H -4.2259 -4.1040 1.7134
C 1.6181 -0.1325 3.1345
Cl 2.0235 -1.8646 2.9390
Cl 3.0643 0.8236 3.1425
Cl 0.6728 0.0302 4.6717
H 1.0766 0.2543 2.2712
*
```

=====

[3]
ORCA calculation (ωB97M-V/def2-TZVPD) on 2 unconnected molecules or ions with the total composition C5H9N4.

Summary:
Electronic energy in eV: -11281.138
Energy above the lowest of the compared OMol25 structures with the same formula, charge and spin in kcal per mole: 100.2
Orbital gap in eV: 8.3658
LUMO in eV: -4.102
Maximum force in eV/Å: 10.2

Structure (ORCA input):
```
! wB97M-V def2-TZVPD RIJCOSX def2/J DEFGRID3
* xyz 1 1
C -2.1084 0.6143 1.0087
C -2.5466 0.7853 -0.2780
C -1.3763 -1.0607 0.0187
C 1.0069 0.5943 -0.0484
C 2.8544 -0.7552 -0.0829
N -1.2108 -0.3704 1.1203
N -2.0694 -0.2623 -0.9547
N 0.8862 1.5032 0.6096
N 1.6131 -0.2982 -0.6637
H -2.5010 1.3286 1.7573
H -3.0450 1.6343 -0.6505
H -0.7033 -1.8477 -0.2340
H 2.6863 -1.5447 0.5555
H 3.2823 0.0176 0.4806
H 3.5311 -1.1862 -0.8901
H 0.8502 2.1521 1.3695
H -2.5997 -0.6369 -1.5351
H 1.4501 -0.6674 -1.5828
*
```

=====

[4]
ORCA calculation (ωB97M-V/def2-TZVPD) on 4 unconnected molecules or ions with the total composition CH10NO4.

Summary:
Electronic energy in eV: -10879.444
Energy above the lowest of the compared OMol25 structures with the same formula, charge and spin in kcal per mole: 33.3
Orbital gap in eV: 7.9383
LUMO in eV: 4.067
Maximum force in eV/Å: 3.7

Structure (ORCA input):
```
! wB97M-V def2-TZVPD RIJCOSX def2/J DEFGRID3
* xyz -1 1
N 3.0000 -0.2953 0.3970
C 1.9094 -0.4186 -0.5872
O 0.6850 -0.1274 -0.0510
H 3.5438 -1.2334 0.3837
H 2.7905 -0.0251 1.3361
H 2.0104 -1.5972 -0.6889
H 2.3238 0.1876 -1.4342
H -1.3463 1.4363 -0.9496
H -0.3358 1.1015 0.2514
O -1.2583 1.5354 0.0705
H -2.9416 1.6987 1.8536
H -3.3720 1.0048 0.6304
O -3.7488 1.3168 1.4879
H -0.8258 -0.9179 -0.4507
H -1.0638 -1.9119 -1.5735
O -1.3706 -1.7544 -0.6754
*
```

=====

[5]
ORCA calculation (ωB97M-V/def2-TZVPD) on a molecular structure, CH5N2O.

Summary:
Electronic energy in eV: -6135.739
Energy above the lowest of the compared OMol25 structures with the same formula, charge and spin in kcal per mole: 77.1
Orbital gap in eV: 11.1427
LUMO in eV: -4.124
Maximum force in eV/Å: 8.3

Structure (ORCA input):
```
! wB97M-V def2-TZVPD RIJCOSX def2/J DEFGRID3
* xyz 1 1
C 0.5930 0.1236 -0.2312
N 0.1648 0.5215 -1.3715
N -0.2291 -0.1838 0.7242
O -0.0882 -1.0774 1.6444
H 1.7077 0.0131 0.0006
H 0.6758 0.7838 -2.2850
H -0.8035 0.4526 -1.4272
H -1.4725 0.0432 0.5238
H -0.5480 -0.6766 2.4219
*
```

=====

[6]
ORCA calculation (ωB97M-V/def2-TZVPD) on 5 unconnected molecules or ions with the total composition C29H60N3O11PS.

Summary:
Electronic energy in eV: -78162.279
Energy above the lowest of the compared OMol25 structures with the same formula, charge and spin in kcal per mole: 0.0
Orbital gap in eV: 9.0224
LUMO in eV: 0.406
SMILES string: CC(=O)OC(=O)C[C@@](C#N)(CCCCS(=O)(=O)O)[C@](C#N)(CCC(C)C)P(N)O.CC(C)O.CC(C)O.CC(C)O.CC(C)O
Maximum force in eV/Å: 2.5

Structure (ORCA input):
```
! wB97M-V def2-TZVPD RIJCOSX def2/J DEFGRID3
* xyz 0 1
C 2.3524 -1.1225 0.9756
C 1.6442 -2.4390 1.0653
O 2.2312 -3.4066 1.4621
O 0.3194 -2.5604 0.6296
C -0.6076 -2.4848 1.6271
O -0.2839 -2.6558 2.7721
C -2.0590 -2.2754 1.2872
C -2.4793 -1.1154 0.3563
C -1.9128 -1.4712 -0.9608
N -1.4275 -1.7222 -1.9860
C -3.9995 -1.3111 0.0957
C -4.8991 -1.2867 1.3360
C -6.0838 -0.2950 1.2629
C -6.5471 0.0982 2.6739
S -5.9513 1.6428 3.2873
O -6.4960 1.8184 4.5965
O -4.5235 1.6841 3.2726
O -6.5584 2.7456 2.3291
C -2.0630 0.3241 0.7870
C -3.1766 1.2182 0.4886
N -4.0125 1.9945 0.2494
C -0.8755 0.8504 -0.0552
C -0.2079 2.1745 0.3391
C -1.0034 3.4686 0.0401
C -0.1138 4.4867 -0.6799
C -1.5576 4.0892 1.3478
P -1.7046 0.6525 2.6078
N -0.0779 0.1010 2.8448
O -2.5832 -0.4587 3.4488
H 1.9001 -0.4598 0.2547
H 2.4453 -0.6767 1.9491
H 3.3479 -1.3543 0.6283
H -2.6452 -2.3142 2.1820
H -2.3361 -3.1753 0.7430
H -4.3422 -0.6999 -0.7244
H -4.0553 -2.3180 -0.2986
H -5.3602 -2.2596 1.4384
H -4.3909 -1.0925 2.2729
H -6.9164 -0.8138 0.8094
H -5.8633 0.5445 0.6206
H -6.2061 -0.6208 3.4017
H -7.6240 0.0842 2.7226
H -6.1453 3.5697 2.6148
H -1.2290 0.9963 -1.0636
H -0.1074 0.0973 -0.0256
H 0.1718 2.2294 1.3485
H 0.6774 2.2252 -0.2888
H -1.8499 3.2733 -0.6045
H -0.1565 4.2895 -1.7432
H 0.9044 4.4669 -0.3207
H -0.5255 5.4741 -0.5199
H -2.6353 4.0309 1.3843
H -1.2086 5.1089 1.4362
H -1.2025 3.5701 2.2259
H 0.3763 0.8921 3.2849
H -0.0731 -0.6316 3.5505
H -2.8246 -0.0460 4.2773
C -0.1776 -3.3065 -6.7729
C -1.4248 -2.6647 -6.1831
C -1.7758 -3.2732 -4.8354
O -2.5196 -2.8124 -7.0903
H -0.3382 -4.3756 -6.9376
H 0.0604 -2.8626 -7.7402
H 0.6814 -3.1836 -6.1117
H -1.2638 -1.5925 -6.0680
H -1.9862 -4.3426 -4.9414
H -2.6712 -2.8068 -4.4267
H -0.9660 -3.1477 -4.1206
H -2.6776 -3.7539 -7.2051
C 3.2985 3.3325 -3.1893
C 2.6003 4.3939 -4.0244
C 3.3831 4.7083 -5.2905
O 2.4235 5.5795 -3.2525
H 4.2862 3.6793 -2.8738
H 2.7293 3.1199 -2.2837
H 3.4194 2.4046 -3.7510
H 1.6000 4.0492 -4.2897
H 4.3737 5.0988 -5.0412
H 2.8720 5.4730 -5.8757
H 3.5077 3.8197 -5.9112
H 3.2925 5.9078 -3.0036
C 3.7927 -3.1362 6.1153
C 2.2974 -2.8553 6.1407
C 1.5009 -4.1217 6.4168
O 1.8874 -2.2873 4.8998
H 4.0348 -3.8466 5.3206
H 4.3497 -2.2211 5.9117
H 4.1357 -3.5489 7.0654
H 2.0788 -2.1112 6.9080
H 1.6738 -4.8613 5.6309
H 0.4324 -3.9056 6.4272
H 1.7774 -4.5634 7.3757
H 2.0647 -2.9270 4.2006
C 6.0179 -1.0023 -0.8482
C 5.2796 0.1087 -1.5780
C 5.9169 0.4057 -2.9270
O 5.2698 1.2894 -0.7744
H 7.0551 -0.7171 -0.6535
H 5.5551 -1.1990 0.1190
H 6.0169 -1.9255 -1.4294
H 4.2365 -0.1785 -1.7217
H 6.9504 0.7384 -2.7968
H 5.3821 1.2064 -3.4343
H 5.9153 -0.4761 -3.5694
H 6.1831 1.5575 -0.6358
*
```

=====

[7]
ORCA calculation (ωB97M-V/def2-TZVPD) on 7 unconnected molecules or ions with the total composition C28H39N3O12.

Summary:
Electronic energy in eV: -58704.670
Energy above the lowest of the compared OMol25 structures with the same formula, charge and spin in kcal per mole: 102.7
Orbital gap in eV: 7.4823
LUMO in eV: 0.276
SMILES string: C[C@H]1COC(=O)O1.C[C@H]1COC(=O)O1.C[C@H]1COC(=O)O1.C[C@H]1COC(=O)O1.c1cc[nH]c1.c1cc[nH]c1.c1cc[nH]c1
Maximum force in eV/Å: 6.3

Structure (ORCA input):
```
! wB97M-V def2-TZVPD RIJCOSX def2/J DEFGRID3
* xyz 0 1
C 5.0193 1.0795 4.2181
C 5.3260 0.9655 2.7643
C 6.0992 -0.3547 2.4186
O 5.2847 -0.9198 1.4070
C 4.1766 -0.2538 1.2693
O 3.2394 -0.7013 0.6474
O 4.1868 0.9044 1.9283
H 4.3147 1.8986 4.3623
H 5.8258 1.2387 4.9339
H 4.6172 0.1033 4.4887
H 6.1213 1.6741 2.5328
H 6.1422 -0.9692 3.3178
H 7.1059 -0.1367 2.0621
C 1.4566 3.6262 -2.4242
C 0.4221 4.7458 -2.8538
C -0.9432 4.1546 -3.2359
O -1.6091 3.9855 -2.0221
C -1.2144 4.9081 -1.1499
O -1.7061 5.0225 -0.0556
O 0.0363 5.3143 -1.5783
H 1.8212 3.0646 -3.2843
H 1.0654 3.0492 -1.5863
H 2.4046 4.0623 -2.1094
H 0.7327 5.4016 -3.6671
H -0.9657 3.3546 -3.9760
H -1.5587 4.9479 -3.6601
C -3.7722 -2.6453 0.5179
C -4.9636 -3.2098 1.3916
C -5.8859 -4.1676 0.6929
O -5.1494 -5.3325 0.9599
C -4.6646 -5.2653 2.1774
O -4.1535 -6.2859 2.6489
O -4.5377 -4.0394 2.4884
H -3.8740 -2.0310 -0.3767
H -3.1356 -3.4789 0.2212
H -2.9577 -2.2472 1.1231
H -5.5154 -2.3463 1.7628
H -5.9213 -3.8018 -0.3333
H -6.8956 -4.2678 1.0910
C 0.5283 1.4097 0.8597
C -0.1541 0.8462 -0.3454
C 0.8357 0.5515 -1.5136
O 0.8719 -0.8703 -1.5164
C -0.1309 -1.4588 -0.6942
O -0.4135 -2.6793 -0.5967
O -0.8002 -0.4661 -0.0544
H 1.1026 0.6390 1.3738
H -0.2094 1.6410 1.6280
H 1.1857 2.2256 0.5592
H -0.8519 1.5701 -0.7664
H 1.8585 0.7524 -1.1948
H 0.5791 0.9649 -2.4889
C 3.9815 -4.7577 -2.5468
C 2.8780 -5.0676 -1.6752
C 2.6104 -3.8487 -0.9336
N 3.5212 -2.9271 -1.3855
C 4.2289 -3.4233 -2.3981
H 4.4954 -5.3980 -3.2485
H 2.4804 -6.0662 -1.5703
H 1.7780 -3.6564 -0.2730
H 3.3913 -1.9581 -1.1319
H 4.9726 -2.8370 -2.9172
C -1.5031 2.7882 5.4296
C -1.2890 2.2617 4.0750
C -2.3997 2.6542 3.3787
N -3.0969 3.6781 4.0481
C -2.5696 3.7254 5.3451
H -1.0003 2.5545 6.3564
H -0.5468 1.5138 3.8380
H -2.9082 2.2746 2.5048
H -3.9722 4.0407 3.6983
H -2.8870 4.4524 6.0780
C -2.9478 -0.4618 -3.1698
C -1.9112 0.3252 -3.4793
C -1.3188 -0.1811 -4.6259
N -1.9883 -1.2640 -4.9988
C -2.9863 -1.5646 -4.0602
H -3.5647 -0.3155 -2.2955
H -1.6580 1.2652 -3.0118
H -0.6112 0.2018 -5.3464
H -1.8430 -1.8338 -5.8200
H -3.7117 -2.3472 -4.2267
*
```

=====

[8]
ORCA calculation (ωB97M-V/def2-TZVPD) on 2 unconnected molecules or ions with the total composition C4H11P.

Summary:
Electronic energy in eV: -13610.991
Energy above the lowest of the compared OMol25 structures with the same formula, charge and spin in kcal per mole: 84.5
Orbital gap (alpha / beta) in eV: 8.2002 / 7.1283
LUMO (alpha / beta) in eV: -0.120 / -0.105
Maximum force in eV/Å: 1.2

Structure (ORCA input):
```
! wB97M-V def2-TZVPD RIJCOSX def2/J DEFGRID3
* xyz 0 1
C 1.7831 -0.8116 0.4424
C 0.0100 1.9481 -0.9342
C -0.8686 -1.7944 0.9564
C -0.4333 1.0450 0.2030
P 0.1743 -0.6773 -0.0564
H 2.4770 -0.0781 0.0522
H 2.1916 -1.8013 0.5688
H -0.4925 2.9111 -0.8835
H 1.0829 2.1140 -0.9103
H -0.2454 1.4673 -1.8782
H -0.2193 -2.4830 1.4947
H -1.4530 -1.2061 1.6656
H -1.5450 -2.3509 0.3091
H -1.5237 0.9926 0.2297
H -0.0617 1.3961 1.1691
H -0.8763 -0.6714 -2.4284
*
```

=====

[9]
ORCA calculation (ωB97M-V/def2-TZVPD) on 4 unconnected molecules or ions with the total composition C23H41F9IN4O6S2.

Summary:
Electronic energy in eV: -96976.807
Orbital gap in eV: 5.3651
LUMO in eV: -5.449
Maximum force in eV/Å: 7.6

Structure (ORCA input):
```
! wB97M-V def2-TZVPD RIJCOSX def2/J DEFGRID3
* xyz 1 1
C -0.8727 1.9126 -3.5953
C -1.6447 0.5325 -3.7765
O -1.3765 -0.3334 -2.6438
C -0.2579 -1.0789 -2.7927
C 0.7875 -0.8611 -3.7574
N 1.9325 -1.6700 -3.8582
S 3.0683 -1.2970 -5.1081
O 2.7653 -2.2088 -6.2013
O 2.8960 0.0473 -5.6437
C 4.8339 -1.6476 -4.6320
F 4.9677 -3.0068 -4.3922
F 5.6019 -1.4157 -5.7300
C 5.3608 -0.9225 -3.3348
F 6.6495 -1.3818 -3.1467
F 4.6741 -1.3069 -2.1956
C 5.4480 0.6615 -3.4046
F 5.4452 1.1833 -4.6627
F 6.6710 1.0077 -2.8519
C 4.3728 1.4073 -2.4905
F 4.7858 1.3274 -1.1912
F 3.0968 0.9548 -2.6793
F 4.3519 2.7447 -2.7780
C 2.0792 -2.7434 -2.9842
C 1.1115 -3.0466 -1.9348
S 1.4500 -4.4583 -0.8233
C -0.0941 -2.2134 -1.8154
I -1.5897 -2.5393 -0.3429
H -0.2996 2.1255 -4.5402
H -0.1079 1.8465 -2.7747
H -1.5999 2.7272 -3.3471
H -1.4317 0.0750 -4.7744
H -2.7440 0.7708 -3.7627
H 0.7191 -0.0167 -4.4751
H 2.9601 -3.4334 -3.0478
H 2.4604 -3.9333 -0.0347
C -4.0183 -0.1415 5.8283
C -3.0658 0.2742 4.7120
C -3.2829 -0.5022 3.4002
O -2.7507 -1.8220 3.4033
C -3.5978 -2.7949 3.9955
N -1.6850 0.1508 5.1938
H -3.7565 -1.1070 6.2637
H -3.9937 0.5899 6.6383
H -5.0474 -0.1985 5.4640
H -3.2580 1.3313 4.5010
H -2.7452 0.0263 2.6053
H -4.3403 -0.5110 3.1075
H -4.6555 -2.5883 3.8075
H -3.4084 -2.8595 5.0683
H -3.3523 -3.7657 3.5599
H -1.0557 0.5110 4.4797
H -1.4639 -0.8430 5.2295
C -9.5402 -3.7872 1.3974
C -8.6911 -3.9587 2.6528
C -8.4776 -2.6490 3.4338
O -7.5100 -1.7776 2.8622
C -8.0034 -0.9515 1.8213
N -7.4148 -4.5828 2.2830
H -8.9954 -3.2999 0.5872
H -9.8634 -4.7606 1.0232
H -10.4367 -3.1990 1.6086
H -9.2273 -4.6484 3.3125
H -8.0869 -2.9085 4.4229
H -9.4237 -2.1211 3.6030
H -9.0374 -0.6431 1.9962
H -7.9173 -1.4596 0.8584
H -7.3786 -0.0571 1.7779
H -6.8875 -4.7761 3.1319
H -6.8575 -3.8730 1.8100
C 8.5232 4.7139 0.9637
C 7.6094 3.8659 0.0851
C 7.0883 4.6103 -1.1582
O 6.0343 5.5246 -0.8955
C 6.4580 6.8006 -0.4433
N 6.5093 3.3454 0.9059
H 7.9742 5.4584 1.5418
H 9.0527 4.0822 1.6797
H 9.2731 5.2333 0.3619
H 8.2015 3.0147 -0.2684
H 6.6639 3.8665 -1.8406
H 7.9028 5.1027 -1.7036
H 7.3978 7.1101 -0.9084
H 6.5535 6.8069 0.6441
H 5.6859 7.5242 -0.7099
H 5.9513 2.7116 0.3386
H 5.8763 4.1223 1.0903
*
```